This record from the OMol25 dataset describes a 7-piece molecular cluster, C30H77N3O10 overall. The level of theory is ωB97M-V with the def2-TZVPD basis set.

The geometry in XYZ format:
```
120
Properties=species:S:1:pos:R:3
O -7.9572 -0.8192 -3.8579
O 3.9731 -3.4048 -6.4423
O 0.4291 2.4558 0.7389
O 2.8025 -0.3456 8.3426
O 2.9544 4.9732 6.9080
O -2.1781 0.3931 -8.4556
O 6.7348 -7.1090 1.7110
O 1.4826 5.4812 -3.7040
O -4.9018 -3.4901 -2.3615
O -6.0099 2.5189 4.6845
N 2.6775 3.7213 -1.9560
N 4.2986 2.2394 7.8487
N -5.2486 -0.8026 -3.3310
C 2.9214 3.4319 -3.3967
C -7.1705 0.3524 -3.9347
C 2.6605 -1.7088 8.0881
C 5.6193 -8.3337 3.3471
C -2.6983 0.1890 -9.7501
C -6.2587 3.3571 5.8027
C -7.3926 2.7886 6.5736
C -3.8060 -2.5989 -2.4242
C 4.9034 -3.1597 -4.3296
C -4.4286 -4.8093 -2.5680
C -1.9938 1.2317 -10.5534
C 2.1096 5.4813 7.9716
C 1.9303 2.7028 -1.2458
C 1.3898 3.3249 0.0299
C -9.0304 -0.7072 -4.8842
C 1.0417 1.6664 1.6768
C -5.8920 0.4608 -3.0225
C 5.4915 -7.6229 2.0666
C -2.6000 -1.2627 -10.3411
C -5.0345 3.3623 6.6911
C 4.5454 3.5972 8.3254
C 4.4282 -6.4704 2.0118
C -4.4446 -1.1738 -2.1933
C 4.0004 -5.3891 -5.0000
C 0.2467 4.6875 -3.9006
C 4.7923 -4.1252 -5.4961
C 4.3484 1.3716 9.0407
C 2.6503 4.7590 -4.2205
C 4.3342 4.7435 7.2638
C 4.2167 -0.1297 8.7376
H 2.4565 6.3948 8.4547
H 3.2373 -1.9904 7.2071
H 6.5392 -8.9180 3.3235
H 3.8151 -5.9571 -5.9116
H 1.5841 -1.8032 7.9450
H -3.7634 -5.0180 -1.7301
H 5.1557 -8.3519 1.3291
H 3.9651 3.1764 -3.2138
H 2.5492 4.5380 -5.2830
H 1.6374 2.2664 2.3647
H -4.7244 -0.8304 -1.1974
H -3.3037 -2.4952 -3.3860
H 1.0733 2.2997 -1.7853
H 4.6270 -5.8897 -4.2618
H -3.5463 -0.5788 -2.3581
H 0.7772 4.1612 -0.3068
H -9.2582 0.2455 -5.3623
H -2.4426 1.2111 -11.5464
H 5.7941 -7.6579 4.1843
H 6.6102 -6.5376 0.9498
H 4.9836 4.5288 6.4152
H 0.2472 3.8445 -3.2096
H 4.1959 -6.3620 0.9524
H 3.9011 -3.0359 -3.9194
H -3.3638 -1.2873 -11.1183
H 3.5448 5.3498 -4.0229
H -6.8901 0.4382 -4.9845
H 1.7901 1.0024 1.2443
H 3.4580 1.5844 9.6324
H -4.6830 2.4066 7.0798
H -5.1355 3.9129 7.6264
H 2.5303 1.8262 -1.0011
H 4.9104 -0.4297 7.9522
H 4.2077 -2.4772 -6.3641
H 5.5097 3.8706 8.7537
H -2.8145 -2.1437 -9.7361
H 3.0129 -2.3830 8.8687
H -7.1424 1.9152 7.1757
H 4.8090 -8.9625 3.7159
H -2.7061 -0.1652 -7.8802
H 0.3880 1.0663 2.3098
H 5.2188 -2.1536 -4.6058
H -8.8933 -1.3718 -5.7371
H 3.0925 -5.0901 -4.4761
H -6.6801 4.3262 5.5357
H -5.2912 1.3607 -3.1540
H -6.0211 -1.4335 -3.4902
H 2.0681 3.8147 0.7285
H -3.9256 -4.9813 -3.5196
H 2.0696 4.6905 8.7207
H 5.5213 -3.3906 -3.4619
H 3.5851 1.9198 7.2092
H 1.1092 5.7533 7.6351
H 3.9136 3.7784 9.1949
H 5.7573 -4.3980 -5.9232
H -9.9163 -1.1812 -4.4616
H -7.8026 3.4937 7.2967
H -5.3642 2.8854 4.0759
H -1.5781 -1.4629 -10.6630
H -7.7340 1.2132 -3.5747
H 3.4728 -6.6980 2.4844
H 2.6129 4.7041 -1.7323
H -3.0104 -2.7346 -1.6916
H -5.3477 -5.3679 -2.3911
H -2.2020 2.2154 -10.1326
H 5.2711 1.4927 9.6081
H -6.1665 0.5532 -1.9717
H 4.8234 -5.5488 2.4391
H 0.0393 4.4595 -4.9461
H -3.7674 0.3774 -9.6517
H 4.7146 5.6584 7.7182
H -8.1338 2.5658 5.8061
H 4.5316 -0.5920 9.6732
H 2.3853 2.5795 -3.8141
H -0.7321 5.0830 -3.6290
H -4.1529 3.8434 6.2676
H -0.9409 1.0434 -10.7636
```

Properties
Highest occupied orbital energy, Eh: -0.30398
Electronic energy, Ha: -2105.51576
LUMO energy, eV: 0.4
ΔE to the lowest compared entry with this formula, charge and spin, kcal per mole: 155.2
SMILES string: COCCNCCOC.COCCNCCOC.COCCNCCOC.CC(C)O.CC(C)O.CC(C)O.CC(C)O